1 | This record from the OMol25 dataset describes the ion C4H10N3 with charge +1. The level of theory is wB97M-V/def2-TZVPD.

Calculated values
E_LUMO ... -3.143 eV
Structure (SMILES) ... C=NC[NH2+]CN=C

ORCA input file:
```
! wB97M-V def2-TZVPD RIJCOSX def2/J DEFGRID3
* xyz 1 1
N 0.7577 -2.2411 -0.4370
C 1.8632 -1.6591 -0.3612
H -1.1618 -2.0723 0.1542
H 2.7321 -2.2761 -0.1882
H -1.3932 0.3403 1.2046
C -0.5187 0.5651 0.5807
H 2.0404 -0.5861 -0.4598
H 0.0443 0.1996 -1.3637
H -0.8823 -2.1406 -1.5984
N -0.6623 -0.1848 -0.7205
H -0.2144 3.8863 0.5734
N -0.4243 1.9404 0.2108
C -0.2751 2.8974 1.0071
H -0.2037 2.8118 2.0902
C -0.5095 -1.7307 -0.6554
H 0.3836 0.1978 1.0876
H -1.5761 0.0521 -1.1244
*
```


2 | This record from the OMol25 dataset describes the ion C4H10N3 with charge +1. The level of theory is wB97M-V/def2-TZVPD.

Calculated values
E_LUMO (spin up / spin down) ... -3.885 / -3.885 eV

ORCA input file:
```
! wB97M-V def2-TZVPD RIJCOSX def2/J DEFGRID3
* xyz 1 1
C 0.0480 1.8045 0.0268
H -1.2622 -1.2222 -0.5004
H 2.3510 -1.9941 0.3448
H -0.6337 2.3889 -0.5975
H -0.8268 -0.0576 -1.6109
H -1.7527 1.1963 1.8009
N -1.6241 0.4125 1.1746
C -0.5309 0.4795 0.3672
H 0.2258 2.3674 0.9404
H 0.5731 -2.2241 -1.3807
H -1.8409 -0.4731 1.6184
H 1.0028 1.7055 -0.4835
C 0.7568 -1.2288 -0.9744
N 1.1898 -0.6518 1.3429
C 1.5023 -1.3113 0.3548
H 1.3679 -0.6699 -1.6876
N -0.5463 -0.5217 -0.7359
*
```


Of the structures shown above, 1 is the most stable.